#P
Below is the molecule C22H27N3O3, with properties calculated with the ωB97M-V functional and the def2-TZVPD basis.

As for the SMILES: Cc1c(C)c(C)c(C(=O)C2CCN(c3ccc([N+](=O)[O-])cn3)CC2)c(C)c1C. The HOMO energy comes out at -0.307 Eh.

Bonds (Å) are listed after each position.
Positions of all 55 atoms, in Å:
1 C 0.616 5.284 0.695  C2 1.503, H29 1.086, H30 1.086, H31 1.091
2 C 0.744 3.937 0.039  C1 1.503, C3 1.397, C27 1.396
3 C 1.968 3.265 0.062  C2 1.397, C4 1.504, C5 1.394
4 C 3.128 3.829 0.835  C3 1.504, H32 1.085, H33 1.087, H34 1.091
5 C 2.112 2.060 -0.624  C3 1.394, C6 1.505, C7 1.398
6 C 3.465 1.413 -0.745  C5 1.505, H35 1.087, H36 1.088, H37 1.091
7 C 1.008 1.498 -1.272  C5 1.398, C8 1.493, C25 1.398
8 C 1.133 0.154 -1.909  C7 1.493, O9 1.209, C10 1.536
9 O 1.056 -0.023 -3.103  C8 1.209
10 C 1.377 -1.030 -0.962  C8 1.536, C11 1.533, C24 1.531, H38 1.096
11 C 0.814 -2.318 -1.572  C10 1.533, C12 1.530, H39 1.091, H40 1.092
12 C -0.711 -2.341 -1.452  C11 1.530, N13 1.443, H41 1.088, H42 1.095
13 N -1.100 -2.218 -0.068  C12 1.443, C14 1.345, C23 1.448
14 C -1.518 -3.226 0.718  N13 1.345, C15 1.418, N22 1.348
15 C -1.815 -4.526 0.237  C14 1.418, C16 1.368, H43 1.077
16 C -2.273 -5.472 1.112  C15 1.368, C17 1.401, H44 1.080
17 C -2.437 -5.131 2.462  C16 1.401, N18 1.418, C21 1.394
18 N -2.908 -6.086 3.399  C17 1.418, O19 1.219, O20 1.219
19 O -3.024 -5.735 4.560  N18 1.219
20 O -3.169 -7.204 2.991  N18 1.219
21 C -2.121 -3.832 2.853  C17 1.394, N22 1.308, H45 1.082
22 N -1.680 -2.923 2.022  C14 1.348, C21 1.308
23 C -0.678 -0.958 0.507  N13 1.448, C24 1.529, H46 1.089, H47 1.092
24 C 0.846 -0.843 0.462  C10 1.531, C23 1.529, H48 1.090, H49 1.092
25 C -0.216 2.173 -1.313  C7 1.398, C26 1.504, C27 1.397
26 C -1.369 1.638 -2.116  C25 1.504, H50 1.085, H51 1.089, H52 1.091
27 C -0.351 3.381 -0.625  C2 1.396, C25 1.397, C28 1.503
28 C -1.679 4.085 -0.600  C27 1.503, H53 1.087, H54 1.091, H55 1.085
29 H 1.566 5.809 0.693  C1 1.086
30 H -0.102 5.904 0.167  C1 1.086
31 H 0.284 5.181 1.729  C1 1.091
32 H 3.818 3.045 1.131  C4 1.085
33 H 2.781 4.321 1.740  C4 1.087
34 H 3.676 4.558 0.237  C4 1.091
35 H 3.494 0.744 -1.601  C6 1.087
36 H 4.229 2.171 -0.896  C6 1.088
37 H 3.722 0.847 0.152  C6 1.091
38 H 2.467 -1.133 -0.913  C10 1.096
39 H 1.095 -2.373 -2.625  C11 1.091
40 H 1.229 -3.184 -1.052  C11 1.092
41 H -1.113 -3.249 -1.895  C12 1.088
42 H -1.129 -1.488 -1.997  C12 1.095
43 H -1.683 -4.785 -0.800  C15 1.077
44 H -2.509 -6.475 0.791  C16 1.080
45 H -2.231 -3.529 3.886  C21 1.082
46 H -1.033 -0.916 1.536  C23 1.089
47 H -1.127 -0.147 -0.069  C23 1.092
48 H 1.144 0.125 0.863  C24 1.090
49 H 1.271 -1.622 1.099  C24 1.092
50 H -1.059 0.814 -2.750  C26 1.085
51 H -1.756 2.422 -2.765  C26 1.089
52 H -2.187 1.300 -1.476  C26 1.091
53 H -1.843 4.560 0.364  C28 1.087
54 H -1.721 4.854 -1.373  C28 1.091
55 H -2.496 3.393 -0.771  C28 1.085

natural (NBO) atomic charge list, values in e, 8 entries:
1. C -0.646
2. C -0.012
3. C 0.067
4. C -0.658
5. C -0.024
6. C -0.644
7. C -0.186
8. C 0.632

***

#Q
Below is the molecule C22H27N3O3, with properties calculated with the ωB97M-V functional and the def2-TZVPD basis.

As for the SMILES: CCc1cccc(CC)c1N(COC)C(=O)Cn1c(CO)nc2ccccc21. The HOMO energy comes out at -0.309 Eh.

Bonds (Å) are listed after each position.
Positions of all 55 atoms, in Å:
1 C -3.985 -0.465 1.974  C2 1.530, H29 1.087, H30 1.087, H31 1.087
2 C -2.491 -0.195 2.163  C1 1.530, C3 1.506, H32 1.092, H33 1.093
3 C -1.671 -0.881 1.102  C2 1.506, C4 1.390, C10 1.396
4 C -1.538 -2.264 1.139  C3 1.390, C5 1.380, H34 1.080
5 C -0.813 -2.926 0.168  C4 1.380, C6 1.383, H35 1.079
6 C -0.200 -2.218 -0.849  C5 1.383, C7 1.388, H36 1.077
7 C -0.299 -0.835 -0.920  C6 1.388, C8 1.505, C10 1.401
8 C 0.343 -0.040 -2.025  C7 1.505, C9 1.523, H37 1.094, H38 1.093
9 C 1.341 -0.807 -2.882  C8 1.523, H39 1.088, H40 1.088, H41 1.087
10 C -1.047 -0.181 0.068  C3 1.396, C7 1.401, N11 1.430
11 N -1.191 1.240 0.003  C10 1.430, C12 1.468, C15 1.345
12 C -2.287 1.803 -0.794  N11 1.468, O13 1.385, H42 1.102, H43 1.096
13 O -2.518 1.140 -1.988  C12 1.385, C14 1.413
14 C -3.484 0.109 -1.952  O13 1.413, H44 1.094, H45 1.088, H46 1.096
15 C -0.430 2.098 0.704  N11 1.345, O16 1.223, C17 1.534
16 O -0.595 3.309 0.655  C15 1.223
17 C 0.663 1.499 1.598  C15 1.534, N18 1.437, H47 1.091, H48 1.097
18 N 1.812 1.073 0.846  C17 1.437, C19 1.375, C28 1.376
19 C 2.618 1.833 0.031  N18 1.375, C20 1.500, N22 1.301
20 C 2.434 3.297 -0.241  C19 1.500, O21 1.401, H49 1.094, H50 1.101
21 O 2.064 4.065 0.871  C20 1.401, H51 0.974
22 N 3.575 1.145 -0.520  C19 1.301, C23 1.370
23 C 3.434 -0.139 -0.064  N22 1.370, C24 1.390, C28 1.414
24 C 4.182 -1.279 -0.334  C23 1.390, C25 1.379, H52 1.078
25 C 3.806 -2.452 0.284  C24 1.379, C26 1.396, H53 1.080
26 C 2.719 -2.503 1.158  C25 1.396, C27 1.380, H54 1.080
27 C 1.964 -1.382 1.441  C26 1.380, C28 1.385, H55 1.080
28 C 2.326 -0.203 0.812  N18 1.376, C23 1.414, C27 1.385
29 H -4.329 -0.077 1.018  C1 1.087
30 H -4.189 -1.532 2.000  C1 1.087
31 H -4.555 0.016 2.765  C1 1.087
32 H -2.316 0.882 2.154  C2 1.092
33 H -2.190 -0.575 3.144  C2 1.093
34 H -2.007 -2.817 1.940  C4 1.080
35 H -0.718 -4.000 0.207  C5 1.079
36 H 0.369 -2.752 -1.591  C6 1.077
37 H -0.451 0.356 -2.665  C8 1.094
38 H 0.850 0.825 -1.590  C8 1.093
39 H 2.118 -1.253 -2.264  C9 1.088
40 H 0.850 -1.585 -3.461  C9 1.088
41 H 1.818 -0.119 -3.576  C9 1.087
42 H -3.198 1.831 -0.174  C12 1.102
43 H -1.990 2.830 -1.036  C12 1.096
44 H -3.165 -0.734 -1.332  C14 1.094
45 H -3.600 -0.225 -2.981  C14 1.088
46 H -4.444 0.490 -1.586  C14 1.096
47 H 0.273 0.635 2.139  C17 1.091
48 H 0.955 2.274 2.317  C17 1.097
49 H 3.401 3.669 -0.591  C20 1.094
50 H 1.711 3.416 -1.063  C20 1.101
51 H 1.092 4.071 0.938  O21 0.974
52 H 5.025 -1.231 -1.004  C24 1.078
53 H 4.365 -3.357 0.095  C25 1.080
54 H 2.463 -3.441 1.627  C26 1.080
55 H 1.128 -1.437 2.122  C27 1.080

natural (NBO) atomic charge list, values in e, 8 entries:
1. C -0.591
2. C -0.434
3. C -0.036
4. C -0.231
5. C -0.182
6. C -0.218
7. C 0.009
8. C -0.447

***

In order of decreasing stability: #Q, #P.